# 1
DFT (the ωB97M-V functional and the def2-TZVPD basis) results for a 2-piece molecular cluster, C4H12NO2 overall.

ORCA input file:
```
! RIJCOSX wB97M-V def2-TZVPD def2/J DEFGRID3
* xyz -1 1
C -1.7151 -0.0900 0.5125
O -1.2153 -0.2093 -0.7344
C -3.1224 -0.7093 0.6684
H -1.8164 0.9803 0.8548
H -1.0645 -0.5531 1.3038
H -3.4786 -0.6490 1.7061
H -3.0722 -1.7498 0.3436
H -3.8198 -0.1664 0.0254
C 1.6684 -1.0527 -1.0103
N 2.0800 -0.0456 -0.0435
C 1.6189 1.2746 -0.3718
O 2.0231 2.1922 0.6336
H 0.5723 -0.9574 -1.1493
H 1.8773 -2.0464 -0.6133
H 2.1907 -0.9506 -1.9811
H 3.0651 -0.0483 0.1677
H 2.0616 1.6515 -1.3030
H 0.5340 1.2436 -0.4596
H 1.6129 1.8859 1.4506
*
```

## Properties
- Orbital gap: 6.6 eV
- DFT total energy: -364.80785 hartree



# 2
DFT (the ωB97M-V functional and the def2-TZVPD basis) results for a 2-piece molecular cluster, C4H12NO2 overall at a distorted geometry.

ORCA input file:
```
! RIJCOSX wB97M-V def2-TZVPD def2/J DEFGRID3
* xyz -1 1
C 0.3438 -1.0957 0.5980
O 1.4533 -0.7053 1.2379
C -0.3012 0.0227 -0.2414
C 0.5461 0.2705 -1.4972
C -0.1971 0.8720 -2.6803
N -0.2782 1.2609 0.5519
H -0.4634 -1.3500 1.3609
H 0.3696 -2.1074 0.1248
H -1.3287 -0.1911 -0.5654
H 1.0431 -0.6611 -1.7991
H 1.4239 0.8739 -1.2264
H -0.9582 0.1726 -3.0428
H -0.7852 1.7227 -2.3355
H 0.4433 1.1516 -3.5132
H 0.5992 1.1431 1.0663
H -1.0073 1.2065 1.2596
H -0.5858 -1.4458 4.0047
H 0.0303 -0.6001 2.8976
O -0.3476 -0.5400 3.7997
*
```

## Properties
- Orbital gap: 7.0 eV
- DFT total energy: -364.83605 hartree